Computed, not measured: C3H10N2O3 in the gas phase in a non-equilibrium geometry, with wB97M-V/def2-TZVPD.

Geometry (Å):
H  0.154  -2.092  -0.276
H  -1.740  -0.955  0.252
H  1.135  -0.451  2.228
C  0.876  -0.210  -0.479
O  0.689  0.824  -1.559
H  -2.017  0.363  1.385
O  0.431  -0.843  1.698
N  0.543  -1.496  -0.996
H  1.348  -1.949  -1.412
H  -1.823  0.716  -0.347
O  -0.500  0.609  -2.297
H  -0.473  -0.351  -2.465
C  -1.496  0.080  0.473
N  0.431  1.497  1.172
C  0.001  0.232  0.688
H  1.934  -0.045  -0.237
H  0.781  2.106  0.444
H  -0.274  1.964  1.728

Calculated values
SMILES: C[C@@](N)(O)[C@@H](N)OO
LUMO level, eV: 0.87
Total charge: 0
Electronic energy, Eh: -455.4425
Energy relative to the best compared isomer or geometry (same formula, charge and spin), kJ/mol: 339.1
Molar mass, g/mol: 122.124

For each atom in turn, the Mulliken charge in e is: 0.19, 0.32, 0.36, 0.12, -0.32, 0.43, -0.61, -0.70, 0.23, 0.37, -0.35, 0.34, -1.50, -0.69, 0.96, 0.38, 0.24, 0.23